The following is a quantum chemistry calculation of a cluster of 8 separate species, C46H84BrF2O24PSi in total, from the OMol25 dataset.

## Properties
LUMO = -0.041 Ha
frontier orbital gap = 7.77 eV
electronic energy = -7013.42362 Ha
SMILES = CCCCC[C@H](OC(=O)P(O)Br)C(F)(F)CC[Si](C)(C)c1ccccc1.CCOC(=O)OC.CCOC(=O)OC.CCOC(=O)OC.CCOC(=O)OC.CCOC(=O)OC.CCOC(=O)OC.CCOC(=O)OC
charge = 0

Geometry as XYZ:
```
159
Properties=species:S:1:pos:R:3:forces:R:3
Br 3.80018 0.28114 -3.09020 -0.3 -0.3 1.1
P 2.72638 -1.22011 -1.78762 -0.4 -2.2 -0.4
Si 0.50249 3.63196 3.30391 0.9 -0.2 0.4
F -1.58050 -0.24042 1.90156 0.0 1.2 -2.5
F -2.55507 0.91345 0.09364 2.3 -1.3 1.2
O -7.74851 -3.57873 -2.76960 -0.3 0.4 -0.4
O -7.67498 -2.28170 -4.63394 -0.2 -0.1 0.4
O 7.88051 5.48295 1.81538 -0.3 -0.1 0.4
O 1.02144 0.45716 -0.01922 1.0 -2.4 -1.1
O 6.86279 0.02632 4.61637 0.3 -0.1 0.4
O 8.05162 0.67816 6.31619 -0.2 -0.3 -0.2
O 2.80706 -3.76689 5.73479 -0.5 0.0 0.2
O 8.80112 1.30878 -3.87580 -0.2 0.1 -0.4
O -9.62447 -2.97059 -3.68503 0.5 0.1 0.2
O -9.45407 4.83169 -4.93808 0.0 -0.4 0.1
O -10.61027 2.88689 -5.15189 0.4 0.3 0.2
O 7.08360 1.79292 -5.28250 0.4 -0.1 0.0
O 2.79543 -0.68602 0.91145 -2.9 1.0 -4.6
O 0.63602 -3.20925 5.35144 0.2 -0.1 0.5
O -8.38998 2.95541 -4.66508 -0.4 0.4 0.1
O 6.31070 4.10952 2.72176 0.1 0.4 0.2
O -5.22666 -5.40481 -0.58794 -0.1 -0.3 0.6
O 7.60223 5.23882 4.05708 -0.2 0.0 -0.4
O 1.10957 -4.41085 7.10100 0.1 0.3 -0.3
O 8.84691 0.81384 -6.09481 -0.3 0.4 0.2
O -6.82531 -6.72961 0.34235 0.3 0.5 0.2
O 3.89659 -2.37136 -1.29119 -0.3 3.2 -0.5
O -5.49833 -5.62064 1.65781 -0.2 0.0 -0.5
O 6.15391 -0.50824 6.70984 0.4 0.2 -0.3
C 8.72338 6.10008 4.24850 0.3 0.3 0.2
C 6.94555 0.00527 5.95646 -0.2 0.1 -0.2
C -8.34415 1.52285 -4.65849 0.1 -0.7 -0.2
C -2.10029 -0.94309 -3.56884 1.0 0.0 -0.6
C 1.80292 5.47524 1.29040 -4.0 1.3 -1.7
C -0.67137 4.07482 4.74911 -0.4 0.5 0.7
C 2.13910 -0.41966 -0.15046 2.7 0.7 5.3
C 5.71124 -0.61829 4.05696 -0.6 -0.2 -0.2
C -5.79912 -5.86599 0.37334 -0.1 -0.4 0.2
C -2.01890 -2.99814 -1.80373 -0.6 0.5 -0.2
C -0.73287 1.97268 1.31583 -1.2 0.1 0.6
C 1.73681 6.47793 0.11138 -2.3 -0.9 0.6
C -0.27346 -0.14846 -0.28670 -2.7 -0.9 -0.1
C 10.03310 -1.17022 -5.34045 -0.2 -0.1 0.2
C 0.41284 6.96304 -0.54269 -0.3 -3.0 3.7
C -0.38569 -1.72060 -0.07237 0.1 -1.2 0.4
C -0.89442 5.41287 1.24699 2.8 1.7 -2.0
C 0.46702 4.93141 1.86253 -0.4 2.3 -2.7
C 8.29960 1.31193 -4.97428 0.1 -0.3 -0.1
C 6.35015 2.26853 -4.15533 -0.2 0.2 0.3
C 10.14136 0.21943 -5.93908 0.5 -0.4 0.1
C -1.30265 0.57901 0.74796 0.5 1.7 0.7
C -6.32125 -8.17959 -1.54423 0.3 0.0 0.1
C 0.15106 1.83557 2.64791 0.7 -0.2 -1.0
C -4.35487 -4.78496 1.82945 0.4 0.3 0.2
C 2.06081 -5.14964 7.86589 0.2 -0.2 0.3
C -10.36550 -2.30466 -4.71532 -0.3 0.2 -0.5
C 1.02123 -2.52555 4.15280 0.1 0.2 -0.6
C -9.59000 3.49504 -4.93233 0.2 -0.2 -0.1
C 8.20949 0.81466 7.72721 0.1 0.1 0.4
C -1.87537 -2.32306 -0.35404 0.3 -0.6 0.4
C -10.64235 5.53034 -5.30576 -0.3 0.3 -0.1
C -7.25514 -7.13412 -0.96418 -0.1 -0.3 -0.6
C -0.92676 6.42261 0.05991 3.4 -1.0 1.0
C 4.48327 0.26396 4.17474 -0.1 0.2 0.2
C 1.63783 -3.78612 6.03553 -0.1 -0.1 -0.2
C -8.28756 -2.87592 -3.77834 -0.2 -0.2 0.0
C -1.29671 -2.21808 -3.00202 -0.5 -0.6 -0.9
C 5.89999 3.70770 1.40978 -0.1 -0.3 -0.5
C 1.26722 -3.50648 3.02222 0.1 -0.3 0.1
C 6.86265 2.69115 0.82490 0.3 0.0 0.1
C -10.36901 -3.11864 -5.99540 0.3 -0.2 -0.1
C 7.31615 4.99914 2.76715 0.0 -0.2 0.0
C 2.30472 3.71695 4.02723 0.2 0.2 -0.1
C -6.32125 -3.64195 -2.80558 0.6 0.0 0.3
C -8.30790 0.97316 -6.07151 -0.2 0.1 -0.3
H 6.92998 2.99314 -3.57962 0.0 -0.2 0.0
H -8.17824 -0.11140 -6.06086 0.1 0.1 0.1
H -10.72266 -4.13496 -5.80343 -0.1 0.1 0.0
H 3.04276 3.37678 3.21616 -0.9 0.5 1.3
H -0.69961 0.08280 -1.33738 1.0 0.0 1.6
H -3.14937 -2.99627 -2.05543 1.7 -0.1 0.4
H 9.19532 1.24201 7.91438 -0.1 0.0 -0.3
H 11.01092 -1.65577 -5.31085 -0.1 0.1 0.0
H 6.05158 1.42717 -3.52601 0.3 0.2 0.0
H -1.91209 5.03799 1.61440 1.8 0.5 -0.4
H -9.23096 1.20320 -6.60934 0.0 0.0 0.1
H -2.70696 -1.56697 -0.17374 1.2 -0.8 -0.3
H -10.85297 5.37183 -6.36569 -0.1 -0.1 0.1
H 5.45007 2.76339 -4.52310 0.2 -0.1 -0.2
H -7.42673 1.24121 -4.13663 -0.1 0.3 0.0
H 8.15179 -0.15317 8.22954 -0.2 0.1 -0.1
H -5.88029 -2.64482 -2.87541 -0.1 -0.1 -0.2
H 9.34664 -1.78802 -5.92522 0.2 0.0 -0.1
H 0.39998 -4.15791 2.88274 -0.1 0.2 0.0
H 5.78432 4.57722 0.75614 0.2 0.0 0.2
H 10.79580 0.86483 -5.34647 -0.2 0.0 0.1
H -6.70316 -8.55324 -2.49676 0.0 0.0 0.1
H -0.33392 3.55577 5.72572 -0.6 0.7 -1.6
H 2.71220 6.86265 -0.33914 -1.5 -0.6 0.8
H 0.38398 7.67269 -1.42800 0.2 -1.1 1.4
H 8.78154 6.34353 5.30996 -0.2 -0.2 -0.1
H 5.55127 -1.59676 4.51877 0.1 0.2 0.1
H -1.89839 6.77458 -0.43169 1.5 -0.7 1.0
H 1.89249 -1.88911 4.33189 0.0 -0.2 0.1
H 5.93228 -0.79287 3.00121 0.3 0.1 0.2
H -0.32978 1.22947 3.48462 0.3 0.7 -1.3
H 3.63050 -0.18983 3.66420 0.1 0.0 -0.1
H 2.42777 3.05139 4.95718 -0.1 1.0 -1.4
H -7.48926 1.42387 -6.63857 0.0 -0.1 0.1
H 7.45372 1.49802 8.12065 0.0 -0.2 0.0
H -0.57248 5.19952 4.93903 -0.3 -1.5 -0.2
H 4.75886 -1.88916 -1.18200 -0.8 -0.8 0.2
H 2.78564 5.12278 1.73934 -1.5 0.7 -0.8
H 9.64133 5.58380 3.95923 -0.1 0.1 -0.1
H -5.98189 -4.10584 -1.87753 -0.4 0.1 -0.3
H 6.99359 1.84788 1.50826 -0.2 0.0 0.0
H 2.11818 -4.15662 3.23827 0.0 0.2 0.0
H -2.04051 -3.16888 0.41797 0.2 1.4 -1.1
H 1.14823 1.31404 2.37427 -1.5 0.8 0.5
H 10.57639 0.15067 -6.93881 -0.3 0.2 0.0
H -1.67097 2.58435 1.61369 1.3 -1.1 -0.6
H -1.22417 -2.97117 -3.87833 0.0 1.1 1.5
H -7.35380 -6.26849 -1.62546 0.1 0.0 0.2
H -0.22675 -1.88457 -2.79374 -1.4 -0.7 0.0
H 4.21097 0.42482 5.22064 0.0 -0.1 -0.1
H -3.45263 -5.32747 1.53763 -0.1 0.1 -0.1
H 4.91230 3.25165 1.51697 0.1 0.1 0.3
H -11.01150 -2.65463 -6.74689 0.0 0.0 0.1
H -0.22485 2.60893 0.49760 -0.7 -1.3 1.3
H -5.99882 -4.26454 -3.64358 0.0 0.2 0.0
H 0.19070 -1.86666 3.88695 -0.1 -0.1 0.3
H 8.61149 7.02974 3.68675 0.0 -0.2 -0.1
H -9.36245 -3.20564 -6.41123 -0.1 0.1 0.0
H -10.46989 6.59457 -5.14128 0.2 -0.2 0.0
H -9.97950 -1.29462 -4.87985 0.1 -0.2 0.1
H 1.46726 -2.97633 2.08873 0.0 0.0 0.1
H -9.18007 1.11077 -4.08575 0.0 0.2 -0.1
H -11.38916 -2.20212 -4.34799 0.2 -0.1 0.2
H 2.91152 -4.52737 8.15109 -0.1 -0.1 -0.2
H -1.77379 3.83490 4.54955 1.5 0.3 0.3
H -4.27912 -4.52994 2.88699 -0.2 -0.2 -0.1
H -1.42585 -0.01945 -3.40897 -1.5 -1.2 -0.1
H -0.04761 -2.00296 1.00167 -0.7 0.7 -1.8
H 2.52904 4.81347 4.29935 -0.2 -1.7 -0.3
H -5.32315 -7.76832 -1.71252 -0.1 0.1 -0.1
H 9.63807 -1.13235 -4.32264 0.1 0.1 -0.1
H -4.44930 -3.85929 1.25769 0.0 -0.2 -0.1
H -8.25231 -7.56407 -0.84623 0.1 0.2 0.3
H -11.49191 5.21977 -4.69414 0.1 -0.1 -0.2
H -6.20696 -9.01859 -0.85301 -0.2 0.0 -0.1
H 7.85152 3.12733 0.66664 -0.1 0.1 -0.1
H 4.67453 1.24949 3.74119 0.0 -0.1 -0.1
H 2.39482 -6.02201 7.29987 0.1 0.2 0.0
H 6.49524 2.31805 -0.13396 0.0 0.0 0.1
H 0.28918 -2.35089 -0.77175 -0.8 1.4 1.0
H -2.16545 -1.05730 -4.71758 -0.2 0.3 1.9
H -3.14525 -0.80040 -3.13256 1.5 -0.2 -0.5
H -1.71601 -4.10735 -1.77696 -0.2 1.8 0.0
H 1.56549 -5.49392 8.77447 -0.2 0.1 -0.2
```
Positions in Å, forces in eV/Å.